# 1
Density functional theory data (wB97M-V/def2-TZVPD) for a molecular structure, C17H24F6N6O10PdS3Se in a non-equilibrium geometry.

Geometry as XYZ:
```
68
Properties=species:S:1:pos:R:3:forces:R:3
Pd 0.28291 -0.85723 -2.12055 0.5783 -0.0559 0.2084
C 2.33931 -3.22921 -0.23394 0.0007 0.0851 0.0534
N 2.92884 -1.94945 0.13678 -0.0756 -0.1619 0.0736
C 3.28241 -1.53685 1.40694 -0.0923 -0.1079 -0.1458
C 3.68427 -0.25268 1.31291 0.0570 0.0482 -0.1808
N 3.56597 0.10930 -0.01879 0.1845 0.1169 -0.0173
C 3.77559 1.43448 -0.57115 0.0239 -0.0618 0.0239
C 3.09707 -0.93691 -0.75160 0.1014 -0.0468 0.2099
Se 2.75834 -0.99055 -2.55617 0.1078 -0.0001 -0.0874
H 2.06361 -3.75891 0.67758 0.0521 0.0123 -0.0056
H 3.04561 -3.81407 -0.82186 0.0488 -0.0071 0.0155
H 1.45164 -3.05460 -0.84652 -0.0006 0.0390 0.0272
H 3.19405 -2.18412 2.26256 0.0039 0.0023 -0.0307
H 4.03740 0.43225 2.06400 -0.0327 -0.0042 -0.0177
H 3.59291 2.17659 0.20524 -0.0176 -0.0126 0.0028
H 3.07371 1.57856 -1.39342 -0.0590 0.0123 0.0400
H 4.79153 1.54299 -0.95583 -0.0051 -0.0267 0.0038
F -1.96311 1.71278 -4.33298 0.1941 -0.0230 0.0195
C -1.38211 0.50700 -4.38709 -0.5680 -0.1562 -0.0510
F -0.08074 0.66411 -4.45921 0.1323 -0.0246 0.2013
F -1.77205 -0.07982 -5.54473 0.0896 0.1995 0.1483
S -2.21136 -0.58438 -3.04478 -0.9781 -0.4100 -0.0755
O -1.94756 -0.31240 -1.63694 0.4347 0.3451 -0.7348
O -3.56481 -0.27041 -3.44642 0.0686 -0.1761 0.1159
N -1.92908 -2.08628 -3.47485 0.3072 0.4280 0.0189
S -0.49969 -2.81163 -3.50329 -0.0583 -0.4866 -0.0533
O -0.08858 -3.59774 -2.33701 -0.1282 0.3248 -0.2088
O 0.46285 -2.36792 -4.50259 -0.1405 0.0475 0.3124
C -1.22167 -4.22713 -4.46040 -0.0494 -0.0853 -0.0282
F -2.25993 -4.81783 -3.84203 -0.0036 -0.0600 -0.0062
F -1.63741 -3.87799 -5.68789 -0.0362 -0.0184 -0.0579
F -0.27888 -5.18062 -4.62660 0.0116 -0.0690 -0.0717
C -4.38487 2.55285 2.32609 0.0712 -0.0656 0.0029
C -2.86558 2.46846 2.23315 -0.2109 -0.0289 0.0719
S -2.23458 1.58119 3.63477 -0.1973 -0.0143 0.0835
O -2.61895 0.19235 3.53930 0.0547 0.0623 0.0509
O -2.58178 2.30722 4.84134 0.0306 -0.0180 -0.0457
C -0.47336 1.73431 3.38552 0.0549 -0.2262 0.0389
C 0.29712 0.44709 3.68197 -0.2850 0.0278 -0.1915
N 0.05044 -0.57878 2.66672 0.2560 0.0096 0.2818
C 0.17749 -0.37903 1.33418 -0.0006 0.1130 -0.2907
N -0.19576 -1.43859 0.63068 0.2176 -0.1852 0.2083
C -0.53983 -2.38159 1.52659 -0.3068 -0.0205 -0.0338
C -0.40297 -1.88525 2.79947 0.0841 -0.0389 0.1767
N -0.53896 -2.59256 4.01522 -0.1115 0.1745 -0.1861
O -1.01185 -3.71714 3.96150 0.0084 -0.0494 0.0049
O -0.16314 -2.06566 5.06044 0.0451 -0.0149 0.0627
C 0.70536 0.85360 0.71352 -0.1127 -0.0120 -0.0713
H -4.76523 3.17491 1.51772 0.0151 -0.0172 -0.0241
H -4.68753 2.98514 3.28004 -0.0064 0.0378 -0.0157
H -4.82868 1.56132 2.24030 0.0078 0.0167 -0.0266
H -2.39304 3.45126 2.27722 0.0109 -0.0228 -0.1410
H -2.52503 1.94331 1.33698 0.0259 0.1064 0.0035
H -0.15428 2.54805 4.03488 0.0621 -0.0285 -0.0090
H -0.35548 2.03094 2.34656 0.1009 0.1814 0.0530
H 0.02525 0.03355 4.64429 -0.0145 -0.0123 0.0404
H 1.36241 0.68083 3.70258 0.0744 -0.0202 -0.0517
H -0.88761 -3.36011 1.23100 0.0780 0.0406 0.0467
H 1.48340 1.32402 1.32197 -0.0904 -0.0213 -0.0172
H -0.06830 1.59198 0.47762 -0.0461 0.0645 0.0247
H 1.08367 0.59148 -0.27477 0.0117 -0.0049 0.0213
C 0.69840 4.34038 -2.19712 0.0175 0.0125 -0.0377
C 0.03032 3.18757 -1.42441 -0.0334 -0.1383 0.0298
O -0.48786 3.50902 -0.31263 0.0473 -0.1445 -0.0353
O 0.08596 2.05519 -1.94940 -0.0048 0.5324 0.2808
H -0.03387 5.12637 -2.40050 0.0344 -0.0281 0.0240
H 1.11762 3.97041 -3.13262 -0.0014 0.0550 0.0013
H 1.49003 4.77663 -1.57953 -0.0380 0.0110 -0.0324
```
Positions in Å, forces in eV/Å.

HOMO energy in eV: -1.05
Orbital gap in eV: 4.96
Energy above the lowest of the compared OMol25 structures with the same formula, charge and spin in kJ/mol: 243.0
2S+1: 1
Total charge: -2
LUMO in eV: 3.904

# 2
Density functional theory data (wB97M-V/def2-TZVPD) for a molecular structure, C17H24GdN4O5 in a non-equilibrium geometry.

Geometry as XYZ:
```
51
Properties=species:S:1:pos:R:3:forces:R:3
O 0.65068 2.36739 -0.41988 -1.8890 0.4167 0.7329
H 0.43067 2.93406 0.30848 -0.1218 0.8660 0.9952
Gd -0.33872 0.19080 -0.65515 2.0068 -1.5448 -0.2269
N -0.82826 -0.55317 -2.81088 -0.7381 0.3435 -1.5524
N 1.28678 -1.51496 -1.77158 0.7903 -0.2507 -0.8016
O -2.01137 0.03498 -3.41609 0.9806 -0.3509 0.8659
O 2.49937 -2.12554 -1.27972 -0.3760 0.1378 0.0446
C -0.24215 -1.48824 -3.55970 -0.5406 0.9683 1.2624
C 0.96194 -2.01225 -2.97611 0.0909 0.6901 1.4398
C -0.83977 -1.91688 -4.84826 0.1793 -0.2354 0.0721
C 1.76735 -3.01356 -3.70826 -0.1226 -0.4203 -0.2258
H -1.67427 -1.22462 -5.03845 0.4139 -0.6150 -0.3538
H -1.19735 -2.95948 -4.72372 0.0743 0.5010 -0.4455
H -0.05846 -1.86470 -5.62698 -0.5759 -0.1603 0.0948
H 2.46870 -3.54182 -3.06318 -0.0980 0.1469 -0.1812
H 2.30349 -2.51163 -4.52026 0.0936 -0.1382 0.0718
H 1.07411 -3.72426 -4.16608 0.2416 -0.0862 -0.0691
H -2.04443 0.86921 -2.89954 -0.0139 -0.4915 -0.3884
H 3.01951 -1.45326 -0.80047 -0.6509 0.0267 -0.5502
O -0.92702 -2.07823 0.12014 -0.8367 -0.6508 0.1788
H -1.84777 -2.35227 0.29376 0.5604 0.0579 -0.0327
H -0.49848 -2.82704 -0.32294 -0.0228 0.2362 0.0108
C 2.02378 1.81431 -1.75020 2.2087 -2.0924 -1.5988
H 2.22069 2.85102 -1.98174 0.0667 -0.2233 0.0032
H 1.88237 1.10950 -2.60696 -0.0472 0.6907 0.5155
H 2.57063 1.34311 -0.90996 -0.1325 0.5597 -0.7154
O -1.36491 1.97545 -1.53209 -0.9084 0.6448 -0.8807
H -0.28912 2.41738 -1.14334 0.4489 0.3292 0.8929
H -1.74181 2.60284 -2.14818 -0.1341 0.2409 -0.0968
C 2.54074 -1.14123 3.33252 -0.2893 0.0793 0.0602
C 2.02438 -1.07033 2.03292 -0.8648 0.9705 -0.1830
N 0.95834 -0.31169 1.69579 0.1299 -0.6612 0.7360
C 0.29859 0.33728 2.69900 0.5064 -0.4986 0.5421
C 0.81974 0.37079 4.03641 -0.5495 0.2018 -1.4170
C 1.95335 -0.39585 4.33098 -0.0331 -0.1162 -0.3346
C 0.18085 1.20851 4.99242 -1.2746 0.6122 0.2913
C -0.96639 1.90215 4.69029 0.6218 -0.0979 0.6467
C -1.62862 1.75927 3.42645 0.9931 -0.7416 -0.4081
C -2.84083 2.37606 3.10020 -0.0138 -0.1527 -0.0936
C -3.46867 2.12199 1.90251 0.0507 -0.2232 -0.2221
C -2.85589 1.25731 0.99424 1.6075 -0.5299 0.7177
N -1.64109 0.69834 1.25534 -1.4578 0.7449 0.7795
C -1.01611 0.93164 2.44952 -0.3961 0.3938 -0.5715
H 3.38197 -1.78678 3.53131 0.0742 -0.0042 0.0200
H 2.48661 -1.65140 1.23901 -0.1450 0.1646 0.0458
H 2.31181 -0.41007 5.35057 0.1768 -0.0143 0.0083
H 0.60426 1.25501 5.99412 -0.0749 0.1403 -0.1991
H -1.42567 2.57121 5.42389 0.2140 -0.3143 -0.1488
H -3.26936 3.04652 3.82010 -0.2672 0.2180 0.1993
H -4.41651 2.56782 1.63942 -0.0141 0.0745 0.1062
H -3.28766 1.01529 0.02035 0.0581 0.1579 0.3636
```
Positions in Å, forces in eV/Å.

⟨S²⟩: 16.8196
HOMO energy (spin up / spin down) in eV: -9.52 / -8.33
Orbital gap (spin up / spin down) in eV: 5.97 / 4.67
2S+1: 8
Total charge: +1
LUMO (spin up / spin down) in eV: -3.549 / -3.658

# 3
Density functional theory data (wB97M-V/def2-TZVPD) for a molecular structure, C17H24IN3NiO in a non-equilibrium geometry.

Geometry as XYZ:
```
47
Properties=species:S:1:pos:R:3:forces:R:3
Ni 1.98129 1.02209 1.40003 0.8161 1.0828 0.1953
N 1.01510 2.15835 2.71826 -0.9929 -0.8532 0.3963
C 2.01837 2.68286 3.65147 0.1592 0.0858 1.7853
C 3.05866 1.58672 3.96252 -0.5966 0.9644 -0.8020
N 3.51193 0.99552 2.67930 0.0965 -0.9649 0.8895
H 0.35469 2.86514 2.41412 0.3407 0.3870 -0.1927
H 0.39716 1.53987 3.26124 0.3402 0.1300 -0.0948
H 1.51881 2.99471 4.59736 0.4516 -0.1515 -0.5211
H 2.50955 3.56076 3.27012 0.0652 0.3048 -0.5232
H 2.58231 0.83277 4.55334 -0.2065 -0.6508 0.3164
H 3.90468 1.96479 4.51409 0.0905 0.3119 0.3198
H 3.80336 0.03953 2.91716 0.2709 0.4815 -0.4641
H 4.32917 1.50578 2.34997 -0.0553 -0.2281 -0.1020
C -4.24700 -0.23723 -2.25417 -0.2704 -1.0296 -0.2685
C -2.76537 -0.17273 -2.16173 0.8485 -0.6371 0.7970
C -2.09112 -0.75658 -1.09417 -0.6191 -0.1398 -0.7868
C -0.63033 -0.70893 -0.97035 1.4111 -0.1445 -0.1650
C 1.03928 -1.75266 0.16146 -0.4782 1.8204 0.0401
C -0.00778 0.38471 -1.84287 -0.9293 -0.0206 0.6498
C 1.15034 1.07659 -1.46108 2.0787 0.2410 0.4006
O 1.96742 0.95693 -0.46776 -1.7869 -0.2791 -1.7789
C -0.71080 0.84325 -3.02954 1.7412 -0.9898 1.4434
C 0.00871 1.66228 -4.04965 0.2223 0.8365 -0.0682
C -2.02515 0.46546 -3.19752 -0.7263 0.2824 -0.3434
H -4.68778 -0.80498 -1.42068 0.1128 0.5738 -0.1505
H -4.56468 -0.77276 -3.16001 0.1951 0.1589 0.0440
H -4.63396 0.76708 -2.35098 -0.3314 0.2390 0.2483
H -2.63452 -1.44528 -0.44040 0.0810 0.6520 -0.2266
H 1.24875 -2.45089 0.98111 -0.2380 0.0243 -0.5207
H 0.38878 0.17429 0.82363 -0.7181 -0.3307 0.2339
H 1.89706 -1.09307 -0.06749 -0.3624 -0.8666 0.0101
H 1.50174 1.83665 -2.14593 -0.1839 0.2281 -0.3393
H 0.24519 2.66945 -3.63184 -0.4904 -0.4736 -0.5133
H -0.59367 1.74424 -4.96087 0.1539 0.2258 0.2829
H 0.98818 1.26459 -4.32964 -0.2272 -0.2689 0.0743
H -2.53465 0.76229 -4.13011 0.1738 -0.1651 0.6168
I -0.61997 -4.81994 -2.26354 -0.1457 0.6173 0.4960
C -0.66414 -3.26971 -0.82331 -0.4270 -1.1478 0.0205
C -1.42016 -3.38584 0.29202 0.1170 -1.2568 -1.3479
C -1.49944 -2.51514 1.40829 0.6659 2.1765 1.4956
C -0.94714 -1.28072 1.56344 -0.9916 -0.9767 1.1821
N -0.07600 -0.72309 0.57246 0.4734 -0.4404 -1.3249
C 0.23562 -2.12562 -1.08898 -0.3771 0.7481 1.0290
H -2.07124 -4.24433 0.39166 0.1710 -0.2077 -0.1823
H -2.04523 -2.88685 2.27859 -0.0038 0.1911 -0.3371
H -1.06746 -0.71737 2.51347 0.1343 -0.3543 -0.9879
H 0.88145 -2.19300 -1.93247 -0.0529 -0.1859 -0.9255
```
Positions in Å, forces in eV/Å.

⟨S²⟩: 2.0515
HOMO energy (spin up / spin down) in eV: -14.25 / -14.28
Orbital gap (spin up / spin down) in eV: 7.82 / 5.56
Energy above the lowest of the compared OMol25 structures with the same formula, charge and spin in kJ/mol: 227.7
2S+1: 3
Total charge: +2
LUMO (spin up / spin down) in eV: -6.433 / -8.712

# 4
Density functional theory data (wB97M-V/def2-TZVPD) for a molecular structure, C17H24IrN10S.

Geometry as XYZ:
```
53
Properties=species:S:1:pos:R:3:forces:R:3
Ir 0.42402 -0.60508 -0.28078 -0.0182 -0.0396 0.1168
C 4.79392 2.21735 1.62486 0.0076 0.0024 -0.0080
C 4.75333 0.76565 2.07418 0.0093 -0.0196 0.0173
N 3.44899 0.37218 2.59976 -0.0531 -0.0105 -0.0093
C 2.38407 0.00089 1.88741 0.0708 0.0583 0.0387
S 2.61348 -0.26667 0.13465 -0.0899 0.0122 -0.0150
N 1.24741 -0.15136 2.51569 -0.0291 -0.0124 0.0284
N 0.24372 -0.59346 1.70606 0.0943 -0.0156 -0.1747
C -0.88728 -0.96536 2.20663 0.0012 0.0010 0.0489
C -1.24104 -0.85160 3.64635 -0.0109 0.0219 -0.0112
C -1.73708 -1.69352 1.25271 -0.0368 -0.0028 -0.0336
C -2.85805 -2.40820 1.63967 0.0149 0.0093 0.0013
C -3.42640 -3.30925 0.75111 0.0332 0.0152 -0.0138
C -2.84376 -3.48664 -0.49176 -0.0185 -0.0157 0.0075
C -1.76424 -2.69601 -0.84216 -0.0077 0.0310 -0.0062
N -1.24954 -1.79612 -0.00612 -0.0176 0.0582 -0.0469
H 5.78951 2.46791 1.25898 0.0004 0.0041 0.0017
H 4.55522 2.88811 2.45039 -0.0017 0.0019 0.0024
H 4.07867 2.39464 0.82091 -0.0025 -0.0041 0.0015
H 5.47424 0.58723 2.87105 0.0055 0.0001 -0.0103
H 5.01559 0.09409 1.25781 -0.0013 0.0032 -0.0029
H 3.26574 0.53038 3.57984 -0.0030 -0.0009 0.0009
H -0.47102 -0.30344 4.17796 -0.0012 0.0011 -0.0034
H -1.35043 -1.83952 4.09735 0.0138 -0.0023 0.0064
H -2.19309 -0.32691 3.74749 0.0001 -0.0111 0.0030
H -3.25227 -2.28582 2.63784 -0.0026 -0.0122 -0.0009
H -4.29559 -3.88393 1.03989 -0.0023 -0.0005 0.0016
H -3.22819 -4.20534 -1.20055 -0.0108 0.0047 0.0016
H -1.31390 -2.74850 -1.82322 0.0120 -0.0083 0.0079
C -2.95173 -0.02945 -1.63131 -0.0172 -0.0345 0.0073
C -2.15312 1.03856 -0.95924 0.0075 -0.0223 -0.0248
C -2.58228 2.33237 -0.81344 -0.0355 -0.0390 -0.0326
C -1.54209 3.06779 -0.21360 0.0632 0.0229 0.0040
C -0.49329 2.21042 -0.00723 0.0258 0.0088 -0.0039
C 0.83121 2.60445 0.56166 -0.0232 -0.0006 0.0054
N -0.85813 0.94838 -0.46094 0.0814 -0.0058 0.1065
H -3.74770 0.46343 -2.18826 0.0138 -0.0255 -0.0368
H -3.44081 -0.71953 -0.93962 0.0298 0.0194 0.0227
H -2.36647 -0.61715 -2.34060 -0.0025 -0.0086 -0.0313
H -3.54136 2.70112 -1.14139 -0.0050 -0.0048 -0.0024
H -1.53656 4.11842 0.02830 0.0068 0.0030 0.0096
H 0.82721 3.68608 0.68815 -0.0106 -0.0001 0.0175
H 1.66582 2.35912 -0.09750 0.0099 -0.0064 -0.0078
H 1.02944 2.16333 1.53912 0.0059 0.0032 -0.0039
N 0.00100 -1.36255 -5.56710 -0.0062 -0.0285 0.0512
N 0.38505 -0.77632 -4.37770 0.0006 0.0258 -0.0225
N 1.17325 0.27200 -4.33000 -0.0072 -0.0096 0.0187
C 1.33828 0.42200 -3.02722 0.0288 0.0358 -0.0058
N 0.65958 -0.51222 -2.35018 -0.1472 0.0008 -0.0124
N 0.05691 -1.28350 -3.23464 0.0393 -0.0435 0.0327
H 0.35027 -0.76740 -6.31037 -0.0064 -0.0084 -0.0064
H -1.01183 -1.41399 -5.59276 -0.0004 0.0291 -0.0294
H 1.93133 1.19294 -2.56818 -0.0076 0.0196 -0.0054
```
Positions in Å, forces in eV/Å.

HOMO energy in eV: -9.77
Orbital gap in eV: 5.78
Energy above the lowest of the compared OMol25 structures with the same formula, charge and spin in kJ/mol: 0.0
2S+1: 1
Total charge: +1
LUMO in eV: -3.992

Number 1: calculated total energy -6066.14816 a.u.. Number 2: calculated total energy -2022.74834 a.u.. Number 3: calculated total energy -2707.01109 a.u.. Number 4: calculated total energy -1712.04488 a.u..